# 1
C39H31AsIMoN5O3S | ωB97M-V/def2-TZVPD

Computed properties:
- max |F| (eV Å⁻¹) = 2.94
- HOMO energy (alpha / beta) (eV) = -11.7602 / -11.7603
- relative energy (zero: lowest compared OMol25 entry of this formula, charge and spin) (kcal/mol) = 4.99
- charge = +2
- electronic energy (Ha) = -5003.62518

Last column: Mulliken charge in e.
Geometry (Å):
Mo1 -1.544 1.321 -1.440  -1.11
C1 8.239 1.061 8.152  -0.84
O1 6.830 1.037 8.268  -0.44
C2 6.056 1.046 7.189  0.87
C3 6.520 1.051 5.862  -0.61
C4 5.624 1.107 4.820  -0.73
C5 4.242 1.148 5.054  0.35
C6 3.783 1.123 6.383  -0.50
C7 4.665 1.067 7.427  -0.69
C8 3.279 1.210 3.989  0.35
N1 1.968 1.135 4.147  -0.83
C9 1.429 1.212 2.913  1.00
C10 2.452 1.341 1.953  0.05
N2 3.612 1.334 2.663  -0.07
C11 2.209 1.413 0.561  0.06
C12 3.173 1.538 -0.444  -0.77
C13 2.743 1.599 -1.762  -1.15
C14 1.401 1.495 -2.061  -0.41
N3 0.441 1.356 -1.126  0.47
C15 0.844 1.360 0.181  0.77
C16 -0.198 1.275 1.131  0.51
N4 -1.456 1.268 0.612  0.45
C17 -2.468 1.133 1.464  0.34
C18 -2.302 1.029 2.838  -1.16
C19 -1.031 1.064 3.386  -0.61
C20 0.057 1.184 2.523  -0.40
H1 8.612 1.080 9.174  0.25
H2 8.580 1.954 7.621  0.35
H3 8.608 0.165 7.646  0.35
H4 7.577 1.016 5.649  0.42
H5 6.020 1.119 3.815  0.23
H6 2.720 1.165 6.551  0.49
H7 4.328 1.052 8.451  0.44
H8 4.542 1.451 2.298  0.22
H9 4.220 1.596 -0.200  0.54
H10 3.448 1.733 -2.565  0.48
H11 1.077 1.514 -3.096  0.44
H12 -3.461 1.106 1.032  -0.14
H13 -3.174 0.919 3.460  0.48
H14 -0.863 0.985 4.447  0.65
O2 -4.121 3.517 -2.330  -0.43
S1 -2.672 4.313 -1.642  0.19
N5 -1.719 3.146 -1.513  -0.21
O3 -2.122 -0.661 -1.323  -0.40
As1 -2.300 -1.657 -2.658  1.71
C21 -0.642 -2.656 -2.856  0.16
C22 -0.578 -3.823 -3.611  -0.37
C23 0.640 -4.470 -3.748  -0.75
C24 1.779 -3.944 -3.158  -0.51
C25 1.713 -2.774 -2.419  -0.66
C26 0.498 -2.131 -2.258  -0.22
C27 -2.582 -0.317 -4.041  0.66
C28 -3.429 -0.497 -5.125  -0.44
C29 -3.676 0.567 -5.981  -0.69
C30 -3.084 1.802 -5.753  -0.88
C31 -2.234 1.986 -4.673  0.13
C32 -2.004 0.934 -3.790  -0.29
C33 -3.931 -2.681 -2.412  0.17
C34 -3.953 -4.059 -2.228  -0.42
C35 -5.171 -4.684 -2.005  -0.66
C36 -6.338 -3.941 -1.941  -0.48
C37 -6.308 -2.564 -2.110  -0.82
C38 -5.103 -1.932 -2.355  -0.15
H15 -1.467 -4.216 -4.090  0.52
H16 0.698 -5.383 -4.320  0.43
H17 2.725 -4.448 -3.277  0.41
H18 2.603 -2.360 -1.969  0.45
H19 0.425 -1.230 -1.648  0.25
H20 -3.886 -1.466 -5.303  0.53
H21 -4.333 0.425 -6.826  0.46
H22 -3.286 2.620 -6.425  0.45
H23 -1.752 2.942 -4.512  0.53
H24 -1.094 0.992 -3.095  0.03
H25 -3.030 -4.629 -2.248  0.48
H26 -5.205 -5.755 -1.880  0.44
H27 -7.276 -4.438 -1.753  0.41
H28 -7.216 -1.985 -2.054  0.45
H29 -5.060 -0.852 -2.493  0.22
I1 -5.782 1.883 -0.431  -0.02
C39 -4.355 2.240 -2.059  0.34
H30 -4.773 1.732 -2.936  0.55
H31 -3.404 1.690 -1.710  0.35

# 2
C21H29N3O4 | ωB97M-V/def2-TZVPD

Computed properties:
- max |F| (eV Å⁻¹) = 1.39
- SMILES = CCN(C[C@H]1CCCO1)C(=O)CCc1nnc(CCc2ccc(OC)cc2)o1
- HOMO energy (eV) = -8.1782
- relative energy (zero: lowest compared OMol25 entry of this formula, charge and spin) (kcal/mol) = 55.25
- charge = 0
- electronic energy (Ha) = -1282.84443

Last column: Mulliken charge in e.
Geometry (Å):
C1 4.904 -0.827 -0.607  -1.39
C2 3.438 -1.252 -0.513  -0.76
N1 2.688 -0.413 0.401  0.77
C3 2.516 -0.891 1.760  -1.70
C4 1.104 -1.452 2.041  1.54
C5 0.693 -2.586 1.101  -0.43
C6 1.347 -3.798 1.763  -0.84
C7 1.339 -3.412 3.251  -0.63
O1 1.066 -2.021 3.337  -0.54
C8 2.154 0.786 0.102  0.26
O2 1.531 1.430 0.933  -0.67
C9 2.351 1.364 -1.296  -0.68
C10 0.979 1.679 -1.893  -0.52
C11 0.181 0.442 -2.050  0.47
N2 0.561 -0.780 -1.868  0.33
N3 -0.522 -1.568 -2.068  -1.03
C12 -1.506 -0.789 -2.367  0.69
C13 -2.931 -1.131 -2.579  -0.77
C14 -3.680 -1.033 -1.229  -1.21
C15 -3.256 0.220 -0.513  0.02
C16 -2.272 0.169 0.464  -0.20
C17 -1.744 1.320 1.020  -0.35
C18 -2.197 2.563 0.592  0.82
O3 -1.713 3.756 1.027  -0.50
C19 -0.659 3.745 1.969  -0.53
C20 -3.215 2.622 -0.362  -0.81
C21 -3.731 1.466 -0.906  -0.21
O4 -1.122 0.509 -2.389  -0.27
H1 4.994 0.189 -0.981  0.27
H2 5.372 -0.870 0.374  0.34
H3 5.441 -1.494 -1.277  0.43
H4 3.390 -2.276 -0.139  0.39
H5 2.957 -1.247 -1.492  0.48
H6 3.262 -1.659 1.964  0.50
H7 2.676 -0.057 2.451  0.33
H8 0.398 -0.620 2.026  -0.47
H9 -0.392 -2.696 1.127  0.36
H10 0.995 -2.420 0.071  0.26
H11 2.368 -3.935 1.407  0.15
H12 0.798 -4.719 1.581  0.48
H13 0.550 -3.934 3.803  0.33
H14 2.297 -3.630 3.738  0.33
H15 2.896 0.702 -1.959  0.34
H16 2.907 2.298 -1.183  0.42
H17 0.427 2.349 -1.228  0.00
H18 1.080 2.174 -2.863  0.47
H19 -3.006 -2.139 -2.985  0.42
H20 -3.352 -0.414 -3.284  0.33
H21 -4.754 -1.033 -1.423  0.40
H22 -3.432 -1.906 -0.624  0.35
H23 -1.891 -0.790 0.785  0.23
H24 -0.962 1.241 1.756  0.41
H25 -0.373 4.787 2.098  0.28
H26 0.197 3.167 1.612  0.15
H27 -0.994 3.341 2.930  0.32
H28 -3.571 3.592 -0.674  0.44
H29 -4.505 1.531 -1.658  0.41

# 3
C4H3NaO5 | ωB97M-V/def2-TZVPD

Computed properties:
- spin multiplicity = 2
- max |F| (eV Å⁻¹) = 3.46
- HOMO energy (alpha / beta) (eV) = -11.3686 / -15.1197
- charge = +1
- electronic energy (Ha) = -692.47662

Last column: Mulliken charge in e.
Geometry (Å):
C1 -1.754 1.231 1.072  0.29
O1 -2.723 1.602 1.625  -0.31
O2 -0.499 1.342 1.385  -0.29
C2 0.618 0.680 0.524  0.24
O3 0.139 -0.361 -1.491  -0.28
C3 0.204 -1.260 -0.541  0.69
C4 0.531 0.921 -0.982  -0.32
O4 0.536 -0.725 0.632  -0.32
O5 0.026 -2.443 -0.711  -0.57
Na1 0.113 -4.875 0.154  1.00
H1 1.531 1.035 1.006  0.30
H2 -0.225 1.663 -1.261  0.28
H3 1.503 1.189 -1.411  0.29

- Number 2 is which compound?
  C21H29N3O4

- Number 3 is which compound?
  C4H3NaO5

- Among the records above, which one has the lowest electronic energy?
  C39H31AsIMoN5O3S

- What is the charge in the second record?
  0